# 1
180
Properties=species:S:1:pos:R:3:forces:R:3 method="wB97M-V/def2-TZVPD" homo_ha=-0.2240
C 10.693 18.978 19.118 -0.95 0.60 1.63
H 13.442 22.056 15.936 -0.44 -0.60 -0.29
C 16.043 11.493 21.635 2.37 -0.06 -3.01
N 15.999 13.616 18.084 0.35 -2.03 0.60
C 13.484 20.130 13.747 2.25 0.56 1.17
C 16.260 18.665 24.356 -0.93 -0.41 -1.07
C 15.026 17.048 9.332 0.61 -1.08 0.67
C 22.902 16.920 20.340 1.04 -1.62 -1.52
H 16.901 10.934 21.161 -0.29 0.72 0.86
C 13.930 20.058 15.257 0.14 0.21 -1.26
C 16.643 22.424 9.947 -1.91 -3.38 0.72
H 20.815 19.718 10.375 0.08 -0.22 0.05
H 12.861 16.021 12.281 0.54 0.09 0.69
H 23.936 16.600 20.135 -0.03 0.27 -0.54
H 20.381 11.680 20.414 0.19 0.74 0.28
H 12.205 16.193 18.286 0.55 0.05 -0.19
C 19.092 20.247 11.298 0.84 -0.60 0.72
C 14.784 19.008 24.672 0.87 -1.76 2.52
H 17.821 14.468 17.387 -1.09 -0.47 -0.44
C 13.413 16.507 13.121 1.25 -2.57 -0.14
H 19.173 21.960 12.693 -1.14 1.17 0.71
H 16.112 16.854 9.160 -0.64 0.32 0.00
N 16.369 18.964 18.674 -0.15 -0.93 0.29
C 10.416 17.630 17.144 -0.83 0.66 0.33
C 11.574 12.298 19.073 0.27 -0.32 -1.42
H 15.224 14.116 17.650 -0.26 0.45 -0.51
H 17.692 11.498 17.708 -0.96 -1.64 -0.27
H 14.616 18.073 15.169 -0.87 0.65 0.93
H 23.274 14.281 19.917 0.10 0.07 0.39
C 19.299 10.795 23.935 0.12 -0.94 1.39
H 18.172 12.525 19.009 0.21 0.46 -1.20
H 17.873 13.074 15.283 -0.24 -0.24 -0.28
H 11.271 19.180 20.047 -0.58 -0.17 -0.45
H 17.832 18.296 16.420 0.09 -0.72 -0.14
H 13.193 12.388 17.582 -0.54 0.52 0.74
C 16.624 19.498 23.093 1.09 0.19 2.05
O 17.116 21.314 19.569 -0.79 -0.14 -0.64
H 15.520 11.775 20.749 -1.06 0.51 -0.35
O 19.889 14.968 15.329 1.53 -3.50 1.79
H 18.432 19.480 18.455 -0.98 0.28 -0.27
C 7.994 17.383 16.772 1.99 -0.63 0.36
N 20.014 14.309 20.969 -0.30 1.87 0.87
H 19.246 17.817 21.922 0.53 0.49 -0.25
H 16.852 18.615 26.429 -0.17 0.05 -0.96
H 12.484 19.848 13.563 -1.08 -0.58 -0.20
H 7.812 17.092 15.717 0.39 0.35 0.43
H 15.173 15.240 12.765 0.18 -0.02 -0.04
N 17.156 13.612 21.732 1.32 1.77 1.33
C 12.186 14.024 15.899 -0.90 -0.38 0.08
H 20.843 12.724 19.051 -0.01 -0.43 -0.05
N 20.035 19.238 10.814 -0.43 0.68 -1.03
H 20.132 10.358 23.367 -0.27 0.31 -0.01
H 16.571 20.589 23.321 -0.05 -0.62 -0.05
H 7.141 17.881 17.163 -0.71 0.52 0.23
O 18.910 16.685 14.165 0.28 -2.28 0.28
H 19.073 12.398 17.337 -0.74 0.37 1.04
C 10.386 13.178 19.488 -0.38 0.81 0.16
C 14.368 16.081 20.724 -1.69 3.15 0.59
H 16.719 19.581 15.957 -0.33 -0.20 -0.28
H 16.775 22.661 21.054 -0.29 -0.45 0.31
H 19.638 14.481 20.040 -0.32 -0.08 -0.24
H 13.108 16.029 14.088 0.21 0.48 -0.72
H 14.667 18.566 25.694 -0.17 0.63 -0.36
C 13.706 21.819 18.297 -0.71 -1.05 0.23
H 18.397 19.736 11.949 -0.48 -0.20 0.09
C 16.906 13.372 15.719 0.27 0.20 0.36
H 22.418 17.285 19.410 0.00 -0.34 0.52
C 19.342 15.710 14.691 -1.75 5.79 -2.02
H 14.811 18.100 9.363 0.09 0.75 0.07
H 17.793 20.164 9.508 -0.44 -0.15 0.55
H 11.221 18.252 16.750 -0.28 0.33 -0.52
C 10.827 17.580 18.648 -0.32 -0.42 -1.28
H 14.983 20.424 15.215 -0.62 -0.35 0.45
H 13.049 18.257 15.677 -0.80 -0.49 -0.31
H 17.756 19.635 25.480 -0.51 -0.65 -0.20
H 10.773 14.153 19.914 -0.36 -1.09 0.01
O 14.663 17.304 20.550 -0.78 -2.87 0.45
H 15.238 18.115 11.648 -0.49 0.34 0.05
H 12.664 12.646 20.722 0.40 1.14 0.67
H 21.743 13.409 21.786 -0.17 0.28 0.62
N 17.210 18.760 25.475 0.26 0.79 -0.03
H 20.125 15.308 21.310 -0.08 -1.64 -0.26
O 17.657 21.908 10.728 0.77 -1.09 -0.49
H 10.989 19.671 18.373 0.70 0.76 -0.77
H 16.707 17.017 13.799 -0.24 -0.13 0.20
H 20.386 18.681 11.554 0.40 -0.51 0.77
H 13.250 13.693 15.821 -0.84 -0.07 -0.46
H 23.004 17.651 21.048 -0.07 2.30 1.62
H 16.619 11.155 23.928 -0.16 -0.04 1.02
H 12.237 15.065 16.176 0.21 0.67 -0.17
C 17.449 19.737 17.951 1.11 -2.02 1.22
O 15.859 12.437 15.440 0.25 0.61 -0.01
C 17.075 22.616 20.015 1.53 1.44 0.97
C 15.015 16.312 12.914 -2.99 1.11 -0.96
H 12.857 13.897 18.576 -0.40 -0.34 -1.03
H 18.758 9.937 24.405 0.41 0.40 0.01
H 9.747 13.507 18.638 0.73 -0.50 0.20
O 13.476 20.706 17.427 0.52 0.12 2.52
N 13.957 18.650 15.790 1.23 1.16 -1.49
H 16.206 17.605 24.001 0.34 0.58 0.38
N 15.722 16.882 14.029 0.32 -0.74 0.91
H 10.353 16.757 16.515 0.45 -0.97 0.39
H 8.150 16.451 17.370 -0.11 0.61 -0.44
H 12.759 22.392 18.458 0.70 -0.34 0.04
H 16.668 14.380 15.345 -0.27 -0.27 -0.03
H 14.619 20.050 24.754 -0.34 1.13 -0.07
H 16.685 17.980 18.864 0.43 0.44 -0.27
O 11.513 13.352 16.978 -0.06 0.72 -1.16
H 17.250 14.461 22.353 -0.06 -0.89 -0.92
C 17.625 19.340 16.497 -1.87 -0.10 1.08
H 15.842 19.262 22.399 -0.28 -0.27 -1.01
H 11.494 13.906 15.008 1.30 0.00 0.78
Cd 14.412 17.938 17.932 0.53 -1.51 -0.55
C 19.800 21.324 12.160 2.10 -2.04 -1.29
H 13.119 17.518 13.082 -0.05 1.32 0.24
O 9.136 18.292 16.966 -0.31 -0.80 -0.25
H 18.233 17.231 23.220 -0.11 0.54 -0.08
H 16.987 23.204 9.407 0.87 2.57 -2.28
O 17.946 19.295 22.650 0.58 -0.98 -0.24
N 12.204 17.097 18.764 -0.26 -0.55 -0.73
H 17.528 17.555 21.577 0.67 0.00 0.53
C 13.132 21.003 16.153 0.52 0.44 -1.73
N 12.575 11.911 20.062 -0.96 -0.81 0.43
H 20.413 20.721 12.877 -0.29 0.72 -0.37
H 14.237 19.478 13.318 -0.42 -0.47 -0.70
H 9.671 12.675 20.161 0.57 0.24 0.18
H 12.058 20.883 15.996 -0.26 0.12 -0.13
H 15.255 12.939 13.425 -0.11 1.23 -0.15
H 11.257 11.345 18.610 -0.32 0.44 0.17
H 19.182 21.139 9.434 0.14 0.84 -0.27
H 16.219 21.489 17.652 1.86 -0.27 0.65
C 18.086 12.452 17.888 1.19 0.62 -0.68
H 16.409 16.854 11.393 0.59 0.09 -0.09
H 20.501 21.883 11.485 -0.53 -0.20 0.71
H 18.083 21.777 17.790 -0.31 -0.05 -0.12
H 12.136 11.184 20.618 0.29 -0.28 0.07
H 18.196 13.401 21.573 -1.48 0.00 0.02
O 14.950 15.977 17.061 -0.56 0.61 0.73
H 18.387 19.907 16.067 1.52 0.87 -0.69
H 13.997 18.475 24.161 0.13 0.10 -0.98
C 18.266 17.909 22.346 -1.91 0.11 -0.35
C 16.442 12.610 22.520 -1.03 0.59 -0.84
H 15.476 13.046 22.937 1.25 -0.17 -0.34
H 18.124 22.996 20.050 -0.52 0.23 -0.32
H 16.142 21.607 9.322 0.68 1.11 0.44
H 16.145 19.293 19.633 0.72 0.28 -1.00
Cd 15.951 14.723 20.037 2.24 0.94 -1.55
C 12.369 13.035 18.008 1.24 -0.52 0.75
O 22.290 15.854 20.994 -0.42 -1.69 -1.08
C 18.392 20.842 10.123 0.11 0.62 0.63
H 22.108 11.867 20.001 -0.91 0.48 -0.08
O 13.363 15.463 21.129 2.26 0.66 -0.92
C 15.565 12.157 14.076 1.92 -2.67 0.36
H 13.689 21.101 13.263 -0.25 -0.08 0.57
C 17.200 13.537 17.233 0.88 0.61 1.21
H 15.906 22.744 10.645 -0.85 0.61 0.40
C 17.212 12.005 23.616 2.04 -1.34 0.14
C 22.275 14.662 20.151 -0.89 0.38 0.90
C 15.359 17.039 11.600 0.02 -2.02 0.39
H 9.606 19.158 19.228 0.62 0.18 0.45
H 15.548 10.789 22.169 -1.98 -2.18 1.43
H 14.454 16.623 8.545 -0.41 -0.46 -0.76
O 14.613 16.409 10.543 0.70 1.43 0.07
H 21.769 14.870 19.218 0.06 0.55 -0.67
H 15.659 16.195 14.824 0.10 1.11 -0.26
H 16.440 23.356 19.510 -0.03 -0.48 -0.54
C 21.125 12.419 20.068 1.28 -1.28 -1.46
O 18.434 11.429 23.055 -0.65 1.36 -0.39
H 15.809 12.622 18.354 -0.58 1.15 -0.74
H 12.340 16.808 19.721 0.26 0.23 0.49
H 14.782 11.401 14.100 -0.26 0.18 0.10
H 14.487 22.478 17.891 -0.20 -0.10 0.18
O 17.611 16.111 19.320 -1.27 -0.59 0.82
H 16.440 11.573 13.582 -1.00 1.19 0.64
H 14.034 21.275 19.203 -0.06 1.02 -0.10
H 10.160 16.960 19.228 -0.34 -0.48 0.12
H 17.482 12.705 24.386 0.01 0.21 0.66
C 21.313 13.682 20.830 0.30 0.17 0.71
C 17.233 21.180 18.155 -1.81 0.97 0.20
H 19.748 11.413 24.772 -0.66 -0.22 -0.94

# 2
17
Properties=species:S:1:pos:R:3:forces:R:3 method="wB97M-V/def2-TZVPD" homo_ha=-0.2863
C 1.004 0.571 -0.967 -2.92 6.20 -5.63
O 0.281 2.583 -0.155 0.42 0.28 -0.03
H -0.317 -1.089 -0.600 -5.42 0.81 -1.04
H 2.282 -0.535 1.406 0.04 0.70 0.77
H 1.344 1.005 -1.981 -0.94 -0.45 1.71
C 1.335 -0.743 0.926 1.91 -4.23 1.17
H 2.661 -0.939 -0.950 -3.20 1.81 0.87
H 1.337 -1.989 1.309 -0.71 3.46 -1.71
C 1.636 -0.370 -0.490 6.12 -8.06 2.67
H 0.514 -0.147 1.264 -0.28 -0.32 0.94
C -1.248 0.970 0.570 0.05 1.57 2.36
H -1.613 1.527 1.672 1.35 -1.17 -3.97
C -2.112 0.055 0.046 -2.12 3.49 3.12
N -1.731 -0.864 -0.733 5.23 -7.92 -5.49
H -3.172 0.221 0.362 0.65 -0.83 -0.44
H -2.218 -1.656 -1.493 1.44 3.73 3.50
C 0.016 1.400 -0.185 -1.62 0.91 1.20

# 3
82
Properties=species:S:1:pos:R:3:forces:R:3 method="wB97M-V/def2-TZVPD" homo_ha="-0.3317 / -0.2860" charge=+1
H 3.246 -2.848 2.284 -0.02 0.12 -0.13
H 1.694 -4.149 -0.109 -0.16 -0.14 0.16
H 0.504 3.111 3.682 -0.19 0.05 0.02
H 0.571 -1.860 -8.622 -0.18 0.46 0.07
H 1.398 2.294 -5.678 0.07 -0.45 -0.39
C -2.081 -3.221 1.160 -0.45 -0.40 -0.11
C 0.663 -0.890 2.137 2.70 -1.68 -0.88
H -0.955 0.111 -1.635 0.03 0.10 -0.06
C -1.035 0.826 -5.899 -0.77 -1.04 0.10
H 2.263 -1.649 -7.145 -0.28 0.52 0.24
H -2.951 -2.573 1.293 0.02 -0.18 -0.08
H -1.778 0.101 -3.219 0.02 0.39 0.30
H 2.977 0.424 -6.078 -0.43 -0.13 -0.21
H -3.474 4.973 3.164 0.14 -0.17 -0.14
C 1.967 0.378 -6.510 0.13 -0.74 -0.87
C -1.243 2.744 0.841 -0.98 -0.37 -2.32
Tl 0.726 -0.940 -4.829 0.51 -1.01 2.64
C -1.820 0.483 -2.187 -0.57 -0.51 -0.37
C 1.253 1.696 -6.602 -0.29 0.64 -0.12
C 1.400 -1.986 1.614 -0.56 2.23 0.99
H -1.022 2.309 4.094 0.05 0.19 -0.07
H 0.769 0.584 3.681 0.13 -0.02 -0.21
H 1.093 -5.015 1.320 -0.05 0.21 -0.16
H -2.781 -0.843 2.410 0.15 0.22 0.02
H -0.640 2.686 -6.780 0.24 -0.41 -0.09
C 1.555 -0.805 -7.116 0.94 0.92 -0.22
P -1.896 2.265 -2.008 1.25 -0.62 0.27
H -2.723 0.081 -1.709 0.19 0.01 -0.02
H -0.304 2.503 -3.841 -0.14 0.13 0.51
C -0.574 3.269 3.810 0.04 -0.04 0.04
C 1.727 1.609 -1.985 -0.21 0.16 -0.01
C -0.273 1.643 -6.878 0.29 1.27 -0.64
H -1.675 0.031 3.484 -0.06 -0.04 -0.19
H -0.018 -4.650 -0.019 0.25 -0.06 0.11
H 1.380 0.931 -1.189 0.20 0.15 -0.22
C 2.870 -2.109 1.562 0.62 -0.18 -0.02
H 1.483 1.162 -2.966 0.13 0.14 0.35
H 0.237 -0.122 -8.701 0.32 -0.62 0.36
H -1.883 0.580 1.811 -0.04 -0.24 0.22
H -0.483 1.392 -7.935 0.07 0.01 0.73
C -1.556 2.458 -0.316 0.13 0.61 1.54
H -2.092 -3.608 0.134 -0.15 0.03 0.11
C -1.031 -1.245 -7.344 -0.05 -0.48 -0.28
H 2.821 1.717 -1.928 -0.39 -0.08 0.17
H 3.059 3.878 -2.913 -0.27 0.12 -0.03
H -1.554 1.413 -5.135 0.21 -0.46 0.08
H -1.995 -1.019 -5.351 0.17 0.28 -0.29
C -0.438 5.414 1.521 -0.03 -0.14 -0.10
C 1.213 0.360 2.699 0.21 0.32 0.24
C -3.476 2.957 -2.463 -0.31 0.16 0.12
C -0.538 3.053 -2.908 -0.26 0.48 -0.06
H -1.183 -2.334 -7.212 0.22 0.55 0.09
H -3.604 4.551 1.437 0.07 -0.02 0.26
H -2.203 -4.083 1.830 -0.05 0.12 -0.13
C -3.206 4.224 2.408 0.13 -0.18 -0.19
Si -1.347 3.945 2.255 -0.01 0.52 0.70
H 1.939 5.264 -2.762 0.16 -0.16 -0.30
C 0.477 -2.965 1.167 -0.24 0.28 0.37
H 2.299 0.285 2.827 -0.24 0.14 0.00
H 1.662 4.029 -4.039 0.32 0.11 0.16
H -4.294 2.331 -2.093 0.15 0.01 -0.10
C -0.831 -2.485 1.434 -0.32 1.86 0.79
H 0.628 5.178 1.410 -0.20 0.10 0.05
C 2.015 4.199 -3.013 -0.31 0.24 -0.09
C 0.348 -0.974 -8.000 -0.32 -0.40 -0.98
H -0.546 6.321 2.124 0.03 -0.14 -0.04
H -0.713 3.962 4.650 0.00 -0.08 -0.18
H -3.593 3.954 -2.017 0.16 -0.20 -0.20
H 3.355 -1.155 1.787 0.02 -0.18 -0.09
H 1.000 1.219 2.043 0.04 -0.08 0.14
H -3.511 3.026 -3.556 -0.08 -0.01 0.18
H 3.204 -2.436 0.570 0.08 0.08 0.11
H -0.861 4.077 -3.168 -0.02 -0.33 -0.01
P 0.960 3.303 -1.799 0.80 -0.68 -0.15
C -1.297 -0.526 -6.040 -0.97 1.02 -0.70
H -1.796 -0.939 -8.080 0.06 -0.05 0.19
H -3.698 3.275 2.663 0.07 0.24 0.01
C 0.830 -4.263 0.559 -0.05 -0.22 -0.32
H -0.834 5.610 0.514 0.09 0.03 0.27
C -1.821 -0.316 2.450 -0.40 0.21 0.24
C -0.717 -1.198 2.026 -1.47 -2.50 -1.21
H 1.734 2.282 -7.403 -0.04 0.01 0.08